Entry 1:
The following is a quantum chemistry calculation of a cluster of 2 separate species, C2H4N4 in total in a non-equilibrium geometry, from the Open Molecules 2025 dataset.

Each line ends with the Löwdin charge.
Positions of all 10 atoms, in Å:
C (0.521, -0.489, -0.214)  -0.644
C (-1.267, 0.641, 0.624)  -0.199
H (1.147, -1.883, 0.801)  0.062
H (0.376, -0.407, 2.267)  0.337
H (-2.400, 0.874, 1.020)  0.166
H (0.723, 0.532, -1.832)  0.148
N (1.565, -1.335, -0.098)  0.024
N (-0.414, -0.451, 0.846)  -0.002
N (-0.764, 1.301, -0.462)  0.061
N (0.275, 0.482, -0.959)  0.047

Summary:
Highest occupied orbital energy (eV): -8.1756
2S+1: 1
Gap between HOMO and LUMO (eV): 6.7
Max |F| (eV/Å): 9.71
DFT total energy (Ha): -297.43028
Energy above the lowest of the compared OMol25 structures with the same formula, charge and spin (kcal per mole): 134.30


Entry 2:
The following is a quantum chemistry calculation of the ion C11H13NP with charge +1 in a non-equilibrium geometry, from the Open Molecules 2025 dataset.

Each line ends with the Löwdin charge.
Positions of all 26 atoms, in Å:
C (-0.915, 1.796, 2.635)  -0.340
P (-1.989, 0.996, 1.273)  0.849
C (-2.725, 2.270, 0.057)  -0.311
C (-1.075, -0.378, 0.312)  -0.248
N (-1.923, -1.607, -0.080)  -0.001
C (-1.401, -2.793, -0.859)  -0.003
C (0.153, -2.881, -1.385)  0.030
C (1.137, -1.610, -1.032)  -0.084
C (2.684, -1.679, -1.594)  -0.002
C (3.670, -0.410, -1.211)  -0.009
C (3.031, 0.835, -0.353)  -0.020
C (1.466, 0.920, 0.192)  0.007
C (0.496, -0.354, -0.161)  -0.070
H (-0.199, 1.044, 3.204)  0.078
H (-1.618, 2.282, 3.467)  0.076
H (-0.327, 2.705, 2.145)  0.044
H (-2.351, 3.339, 0.350)  0.062
H (-2.399, 1.949, -1.037)  0.065
H (-3.913, 2.158, 0.092)  0.067
H (-2.947, -1.629, 0.212)  0.146
H (-2.135, -3.681, -1.123)  0.133
H (0.481, -3.837, -1.999)  0.122
H (3.086, -2.604, -2.232)  0.119
H (4.792, -0.438, -1.576)  0.111
H (3.748, 1.724, -0.083)  0.100
H (1.171, 1.884, 0.785)  0.081

Summary:
Charge: +1
Highest occupied orbital energy (eV): -11.5355
2S+1: 1
Gap between HOMO and LUMO (eV): 6.3
Max |F| (eV/Å): 5.14
DFT total energy (Ha): -822.35668
Energy above the lowest of the compared OMol25 structures with the same formula, charge and spin (kcal per mole): 241.53


Entry 3:
The following is a quantum chemistry calculation of a cluster of 2 separate species, CH5NS2 in total in a non-equilibrium geometry, from the Open Molecules 2025 dataset.

Each line ends with the Löwdin charge.
Positions of all 9 atoms, in Å:
C (-0.899, -0.192, 0.924)  -0.498
N (1.792, -0.552, -0.951)  -0.499
S (-1.731, 0.845, -0.327)  0.571
S (1.481, 0.496, 0.320)  0.546
H (-0.943, 0.281, 1.884)  -0.014
H (-1.053, -1.197, 0.656)  -0.019
H (1.110, -0.189, -1.688)  0.018
H (1.606, -1.584, -0.810)  0.049
H (-1.362, 2.092, -0.008)  -0.154

Summary:
Highest occupied orbital energy (spin up / spin down) (eV): -7.9558 / -7.9198
2S+1: 1
Gap between HOMO and LUMO (spin up / spin down) (eV): 7.6 / 7.5
Max |F| (eV/Å): 5.24
DFT total energy (Ha): -892.12206
Energy above the lowest of the compared OMol25 structures with the same formula, charge and spin (kcal per mole): 56.68


Entry 4:
The following is a quantum chemistry calculation of a structure of composition C22H28BCl4MgO4P2 in a non-equilibrium geometry, from the Open Molecules 2025 dataset.

Each line ends with the Löwdin charge.
Positions of all 62 atoms, in Å:
Mg (0.273, -0.446, 0.906)  0.696
Cl (-1.532, -5.938, 3.620)  0.610
C (-1.528, -4.282, 3.101)  -0.725
C (-2.149, -3.309, 3.855)  -0.725
Cl (-2.948, -3.720, 5.340)  0.610
C (-2.132, -1.977, 3.418)  -0.615
Cl (-2.907, -0.726, 4.342)  0.652
C (-1.517, -1.595, 2.231)  -0.411
O (-1.463, -0.345, 1.804)  -0.215
C (-0.859, -2.620, 1.437)  -0.413
O (-0.238, -2.249, 0.332)  -0.213
C (-0.886, -3.929, 1.905)  -0.615
Cl (-0.094, -5.129, 0.930)  0.652
C (2.585, 0.721, -3.710)  -0.301
P (1.443, 0.461, -2.291)  0.904
C (1.036, -1.310, -2.591)  -0.276
C (-0.095, 1.277, -2.933)  -0.381
C (-0.589, 0.942, -4.198)  -0.107
C (-1.739, 1.520, -4.704)  -0.089
C (-2.428, 2.455, -3.941)  -0.089
C (-1.954, 2.794, -2.688)  -0.106
C (-0.792, 2.221, -2.162)  -0.380
P (-0.197, 2.701, -0.471)  0.907
C (-0.078, 4.526, -0.668)  -0.298
C (-1.771, 2.635, 0.483)  -0.281
H (2.170, 0.357, -4.653)  0.025
H (3.511, 0.182, -3.503)  0.033
H (2.826, 1.780, -3.812)  0.032
H (0.819, -1.518, -3.641)  0.030
H (0.194, -1.634, -1.976)  0.027
H (1.892, -1.911, -2.277)  0.048
H (-0.066, 0.206, -4.796)  0.087
H (-2.103, 1.238, -5.685)  0.099
H (-3.335, 2.909, -4.321)  0.099
H (-2.505, 3.517, -2.097)  0.088
H (-1.000, 4.957, -1.065)  0.027
H (0.751, 4.782, -1.330)  0.032
H (0.124, 4.964, 0.311)  0.034
H (-2.543, 3.298, 0.083)  0.028
H (-1.550, 2.926, 1.512)  0.047
H (-2.156, 1.614, 0.534)  0.028
C (4.312, 2.799, 3.044)  -0.017
C (3.785, 2.073, 1.821)  -0.507
C (3.682, 3.032, 0.640)  -0.024
O (2.454, 1.609, 2.098)  0.002
B (2.231, 0.391, 1.421)  -0.501
O (3.481, -0.073, 0.963)  0.001
C (4.535, 0.762, 1.466)  -0.509
C (5.134, 0.063, 2.679)  -0.019
C (5.582, 0.908, 0.376)  -0.017
H (3.708, 3.690, 3.224)  0.087
H (5.349, 3.117, 2.896)  0.090
H (4.261, 2.171, 3.931)  0.082
H (2.992, 3.836, 0.904)  0.085
H (3.277, 2.521, -0.237)  0.076
H (4.650, 3.473, 0.385)  0.086
H (4.388, -0.056, 3.466)  0.096
H (5.991, 0.606, 3.084)  0.085
H (5.462, -0.932, 2.375)  0.091
H (5.135, 1.252, -0.556)  0.079
H (6.050, -0.060, 0.191)  0.088
H (6.364, 1.613, 0.671)  0.089

Summary:
Charge: -1
Highest occupied orbital energy (eV): -4.0956
2S+1: 1
Gap between HOMO and LUMO (eV): 6.5
Max |F| (eV/Å): 1.25
DFT total energy (Ha): -3904.74445


Entry 5:
The following is a quantum chemistry calculation of a structure of composition C3H2InO3 in a non-equilibrium geometry, from the Open Molecules 2025 dataset.

Each line ends with the Löwdin charge.
Positions of all 9 atoms, in Å:
H (0.390, 0.201, -0.627)  0.078
C (0.739, -2.207, -1.234)  -0.397
O (0.644, -1.942, -2.370)  0.183
O (0.718, -1.971, -0.093)  0.183
C (-0.323, 1.902, 1.811)  0.119
C (0.285, 1.362, 0.917)  -0.320
O (0.975, 0.730, 0.018)  0.031
H (-0.872, 2.228, 2.674)  0.042
In (-2.555, -0.305, -1.095)  1.079

Summary:
Charge: +1
Highest occupied orbital energy (eV): -12.9865
2S+1: 1
Gap between HOMO and LUMO (eV): 6.9
Max |F| (eV/Å): 3.38
DFT total energy (Ha): -531.00712
Energy above the lowest of the compared OMol25 structures with the same formula, charge and spin (kcal per mole): 0.00


Entry 6:
The following is a quantum chemistry calculation of the molecule C5H6O2 in a non-equilibrium geometry, from the Open Molecules 2025 dataset.

Each line ends with the Löwdin charge.
Positions of all 13 atoms, in Å:
O (2.370, 1.166, -1.519)  -0.002
C (2.117, 0.598, -0.460)  -0.267
C (0.819, 0.185, -0.086)  -0.217
O (0.644, -0.451, 1.090)  0.062
C (-0.571, -0.784, 1.330)  -0.103
C (-1.487, -0.359, 0.224)  -0.122
C (-0.505, 0.308, -0.784)  -0.082
H (2.909, 0.371, 0.287)  0.127
H (-0.497, -0.202, -1.754)  0.124
H (-0.765, -1.302, 2.259)  0.126
H (-2.020, -1.219, -0.201)  0.114
H (-2.254, 0.333, 0.594)  0.115
H (-0.760, 1.355, -0.980)  0.124

Summary:
Highest occupied orbital energy (spin up / spin down) (eV): -7.5272 / -7.9258
2S+1: 1
Gap between HOMO and LUMO (spin up / spin down) (eV): 7.1 / 8.4
Max |F| (eV/Å): 1.71
DFT total energy (Ha): -344.49702
Energy above the lowest of the compared OMol25 structures with the same formula, charge and spin (kcal per mole): 65.82